# 1
Entry from the Open Molecules 2025 dataset: a gas-phase ion, C2H6NOS (charge +1) (ωB97M-V/def2-TZVPD).

Its energy relative to the best compared isomer or geometry (same formula, charge and spin) is 22.52 kcal/mol. As for the molar mass: 92.14 g/mol. As for the charge: +1. The calculation puts the total energy at -607.64319 hartree.

Structure (XYZ):
```
11
Properties=species:S:1:pos:R:3:mulliken_charge:R:1
C -0.815 0.466 0.543 -0.29
C 0.401 -0.364 0.693 -0.49
N 1.196 -0.130 -0.699 -0.40
O -3.276 0.423 -0.200 -0.42
S -2.081 -0.349 -0.075 0.40
H -0.700 1.621 0.718 0.39
H 0.220 -1.448 0.576 0.41
H 1.046 0.122 1.403 0.31
H 0.921 0.875 -0.865 0.38
H 0.895 -0.818 -1.403 0.35
H 2.192 -0.397 -0.691 0.35
```

# 2
Entry from the Open Molecules 2025 dataset: 2 unconnected molecules or ions with the total composition C2H6NP (ωB97M-V/def2-TZVPD).

Its energy relative to the best compared isomer or geometry (same formula, charge and spin) is 85.47 kcal/mol. As for the molar mass: 75.05 g/mol. As for the charge: 0. The calculation puts the total energy at -475.72092 hartree.

Structure (XYZ):
```
10
Properties=species:S:1:pos:R:3:mulliken_charge:R:1
C -0.801 -0.204 1.095 -0.16
C 0.253 0.715 0.940 -0.40
N -0.700 0.569 -0.089 -0.34
P 0.071 -0.741 -2.681 -0.04
H -0.736 -1.279 1.093 0.25
H -1.529 0.228 1.787 0.21
H 0.335 1.508 1.659 0.20
H 1.237 0.493 0.695 0.23
H 1.203 -1.652 -2.463 0.03
H 0.668 0.362 -2.036 0.03
```

# 3
Entry from the Open Molecules 2025 dataset: C2H6NP in the gas phase (ωB97M-V/def2-TZVPD).

Its energy relative to the best compared isomer or geometry (same formula, charge and spin) is 29.68 kcal/mol. Its SMILES is C=NCP. As for the molar mass: 75.05 g/mol. As for the charge: 0. The calculation puts the total energy at -475.80982 hartree.

Structure (XYZ):
```
10
Properties=species:S:1:pos:R:3:mulliken_charge:R:1
C 1.705 -0.596 -0.324 -0.25
N 0.661 -0.934 0.310 -0.41
C -0.430 0.188 0.624 -0.68
P -1.973 -0.388 -0.219 -0.03
H 2.393 -1.268 -0.763 0.29
H 2.152 0.476 -0.244 0.19
H -0.254 1.118 0.168 0.41
H -0.639 0.338 1.625 0.43
H -2.318 0.895 0.157 0.02
H -1.298 0.173 -1.334 0.03
```

# 4
Entry from the Open Molecules 2025 dataset: a gas-phase ion, C2H6NS2 (charge +1) (ωB97M-V/def2-TZVPD).

Its energy relative to the best compared isomer or geometry (same formula, charge and spin) is 71.74 kcal/mol. As for the molar mass: 108.21 g/mol. As for the charge: +1. The calculation puts the total energy at -930.53366 hartree.

Structure (XYZ):
```
11
Properties=species:S:1:pos:R:3:mulliken_charge:R:1
C -1.090 2.115 -0.466 -0.50
C 0.086 -0.260 -0.158 -0.48
N 0.879 -1.396 0.447 -0.27
S -0.385 0.968 0.863 0.02
S -1.468 1.372 -2.006 -0.04
H -1.933 2.474 0.044 0.40
H -0.053 2.652 -0.512 0.36
H -0.603 -0.595 -0.841 0.41
H 0.384 -1.767 1.225 0.33
H 1.706 -0.845 0.686 0.41
H 1.074 -2.170 -0.223 0.37
```

# 5
Entry from the Open Molecules 2025 dataset: C2H6O in the gas phase (ωB97M-V/def2-TZVPD).

Its energy relative to the best compared isomer or geometry (same formula, charge and spin) is 36.21 kcal/mol. Its SMILES is COC. As for the molar mass: 46.07 g/mol. As for the charge: 0. The calculation puts the total energy at -154.96812 hartree.

Structure (XYZ):
```
9
Properties=species:S:1:pos:R:3:mulliken_charge:R:1
C -0.313 0.267 -1.010 -0.50
O 0.583 -0.044 -0.100 -0.28
C -0.056 -0.256 1.112 -0.61
H -1.262 -0.400 -0.732 0.22
H 0.112 -0.026 -2.107 0.19
H -0.624 1.443 -1.077 0.21
H -0.703 0.719 1.276 0.26
H 0.765 -0.384 1.860 0.20
H -0.732 -1.067 0.973 0.31
```

# 6
Entry from the Open Molecules 2025 dataset: a molecular structure, C2H6O2 (ωB97M-V/def2-TZVPD).

Its energy relative to the best compared isomer or geometry (same formula, charge and spin) is 47.51 kcal/mol. As for the molar mass: 62.07 g/mol. As for the charge: 0. The calculation puts the total energy at -230.20491 hartree.

Structure (XYZ):
```
10
Properties=species:S:1:pos:R:3:mulliken_charge:R:1
C 1.179 0.394 0.516 -0.62
C 0.609 -0.380 -0.539 0.08
O -0.301 -0.068 -1.282 -0.62
H 0.838 1.384 0.772 0.30
H 1.762 -0.109 1.271 0.26
H 0.955 -1.421 -0.603 0.38
H 1.709 0.465 -0.580 0.21
H -2.956 -0.447 0.169 0.29
H -1.547 0.059 -0.201 0.40
O -2.247 0.123 0.476 -0.67
```